(1)
Molecular formula: C21H46ClGaNO10P2S
Method: DFT, the ωB97M-V functional and the def2-TZVPD basis

```
83
Properties=species:S:1:pos:R:3:forces:R:3
C -3.585 1.782 3.578 -1.0 -0.1 0.4
C -4.884 1.415 4.407 0.8 0.1 -1.3
C -5.916 0.863 3.384 0.2 0.6 1.4
O -6.899 1.514 3.185 -0.4 -0.3 -0.6
O -5.660 -0.356 2.816 0.5 0.7 0.3
C -5.123 -0.288 1.463 -0.2 -0.5 -1.7
C -6.147 0.073 0.346 0.2 -0.2 0.6
Ga -5.280 1.019 -1.276 0.2 -1.6 -0.2
C -3.242 1.174 -1.113 0.1 0.1 1.0
C -2.702 2.257 -0.151 -0.1 0.2 -0.7
C -3.538 3.545 -0.079 0.3 0.0 -0.4
Cl -1.039 2.778 -0.819 0.1 0.0 0.4
N -6.203 2.722 -1.723 0.1 0.3 0.4
C -7.029 3.035 -0.937 -1.0 -0.1 0.1
S -8.263 3.322 0.084 0.6 0.2 -0.3
H -3.080 2.667 3.995 0.0 -0.6 0.1
H -3.951 2.099 2.587 0.5 -0.2 0.2
H -2.931 0.902 3.513 0.0 0.5 -0.3
H -4.668 0.692 5.208 -0.1 0.3 -0.2
H -5.258 2.377 4.786 -0.3 -0.7 0.1
H -4.221 0.343 1.386 -0.4 -0.1 0.6
H -4.774 -1.315 1.244 -0.1 0.4 0.4
H -6.991 0.633 0.782 0.4 0.0 -0.2
H -6.569 -0.889 -0.007 0.1 0.5 0.0
H -5.563 0.039 -2.534 0.0 0.3 0.0
H -2.777 1.252 -2.109 -0.3 0.2 0.4
H -2.897 0.198 -0.706 -0.2 0.3 -0.3
H -2.475 1.882 0.859 -0.1 0.0 -0.5
H -4.521 3.348 0.378 0.3 0.0 -0.2
H -3.026 4.347 0.479 -0.1 -0.4 0.0
H -3.685 3.912 -1.110 -0.2 -0.2 0.5
O -0.713 -0.960 1.594 -3.5 -0.9 -1.6
P -0.644 -2.459 1.543 6.6 -0.6 3.1
O -0.609 -2.809 3.157 -0.6 -0.1 -0.6
C -1.860 -2.737 3.850 -0.3 0.1 0.2
C -2.861 -3.780 3.382 0.0 -0.1 -0.1
O 0.936 -2.546 1.075 -0.6 -0.4 -0.3
C 1.674 -1.381 0.701 0.1 0.4 0.1
C 2.271 -0.682 1.909 0.2 -0.2 0.2
O -0.879 -4.058 1.139 -1.9 1.9 -0.6
C 0.195 -4.972 0.874 0.6 -0.2 -0.6
C 1.151 -5.213 2.027 -0.2 0.1 0.5
H -2.280 -1.733 3.729 0.0 0.0 0.0
H -1.647 -2.883 4.909 0.2 0.0 -0.1
H -3.141 -3.622 2.337 -0.1 0.0 0.0
H -3.773 -3.732 3.978 0.0 0.1 0.0
H -2.440 -4.783 3.455 0.0 0.0 0.0
H 1.055 -0.708 0.110 -0.1 0.0 0.2
H 2.481 -1.708 0.044 0.0 -0.3 0.0
H 1.555 -0.554 2.720 -0.2 0.1 -0.2
H 2.662 0.297 1.629 0.0 0.0 0.0
H 3.093 -1.278 2.317 0.0 0.1 -0.1
H 0.725 -4.656 -0.023 0.0 0.1 0.1
H -0.278 -5.925 0.624 -0.3 0.2 0.1
H 1.565 -4.306 2.459 0.0 0.1 -0.2
H 1.991 -5.823 1.687 -0.1 -0.1 -0.1
H 0.643 -5.734 2.842 0.0 -0.1 -0.1
O 5.030 0.345 -1.261 2.7 -3.0 0.1
P 5.591 0.404 -2.655 -4.3 5.7 -2.5
O 6.293 1.901 -2.630 0.4 -0.8 0.1
C 7.548 2.008 -1.957 0.2 0.0 0.2
C 8.657 1.220 -2.636 0.0 -0.1 -0.1
O 4.157 0.649 -3.416 0.6 -0.6 -0.2
C 2.901 0.570 -2.733 -0.3 0.1 0.4
C 2.534 1.874 -2.055 0.0 0.3 -0.2
O 6.323 0.017 -4.100 0.6 -1.4 2.3
C 5.725 0.274 -5.383 -0.6 -0.3 -0.6
C 5.451 1.732 -5.699 0.3 0.4 0.2
H 7.430 1.675 -0.921 0.0 0.1 0.0
H 7.810 3.066 -1.937 -0.2 0.0 -0.1
H 8.451 0.147 -2.619 0.0 0.0 0.0
H 9.610 1.382 -2.130 0.0 0.1 0.0
H 8.756 1.512 -3.682 0.0 0.0 0.0
H 2.898 -0.258 -2.026 0.2 0.1 0.0
H 2.145 0.331 -3.483 0.2 0.0 -0.2
H 3.350 2.307 -1.477 0.1 -0.3 0.1
H 1.680 1.722 -1.395 -0.1 0.1 0.0
H 2.264 2.623 -2.804 -0.1 -0.1 0.0
H 4.827 -0.332 -5.489 -0.1 0.1 0.1
H 6.433 -0.105 -6.123 0.2 -0.1 0.3
H 4.878 2.253 -4.937 -0.1 -0.2 0.0
H 4.893 1.806 -6.634 0.1 -0.1 0.0
H 6.389 2.282 -5.803 0.0 0.0 -0.1
```
Positions in Å, forces in eV/Å.

Output
Charge: -1
HOMO, Eh: -0.1900
Lowest unoccupied orbital energy, eV: 0.771

Results of the Mulliken charge analysis, in e, for atoms 1 through 2: -0.13 -0.45



(2)
Molecular formula: C5H7NO2
Method: DFT, the ωB97M-V functional and the def2-TZVPD basis

```
15
Properties=species:S:1:pos:R:3:forces:R:3
C -1.578 -0.611 -0.729 -0.1 0.5 -1.5
C -0.247 0.058 -0.580 -1.4 -0.1 -0.1
N 0.263 0.699 -1.617 1.2 0.4 -1.2
C 0.422 0.039 0.588 1.7 0.0 2.0
C 1.664 0.822 0.745 0.5 -0.3 1.7
O 2.348 0.936 1.761 -1.0 -0.4 -0.7
C 0.032 -0.755 1.769 2.6 1.2 0.7
O -0.880 -1.506 1.844 -2.2 -1.5 0.0
H -2.160 -0.346 -1.634 0.9 -0.2 -0.1
H -2.253 -0.324 0.019 -0.6 0.2 1.6
H -1.424 -1.671 -0.645 -0.1 -0.5 -0.1
H 1.234 0.925 -1.675 0.2 0.1 0.4
H -0.202 1.034 -2.415 -1.3 -0.2 -0.7
H 2.042 1.370 -0.096 0.1 0.5 -1.0
H 0.739 -0.670 2.665 -0.5 0.3 -1.0
```
Positions in Å, forces in eV/Å.

Output
Charge: 0
SMILES string: CC(N)=C(C=O)C=O
ΔE to the lowest compared entry with this formula, charge and spin, kcal per mole: 26.0
HOMO, Eh: -0.3328
Lowest unoccupied orbital energy, eV: 0.411

Results of the natural (NBO) charge analysis, in e, for atoms 1 through 2: -0.66 0.37



(3)
Molecular formula: C12H16N2
Method: DFT, the ωB97M-V functional and the def2-TZVPD basis

```
30
Properties=species:S:1:pos:R:3:forces:R:3
C 2.771 -2.690 1.993 0.0 0.8 0.4
C 2.068 -2.360 0.692 0.4 -1.0 -1.0
C 2.215 -0.933 0.302 -0.2 0.5 0.0
C 1.514 0.129 0.802 0.0 -1.4 0.4
N 2.006 1.234 0.181 0.2 0.5 0.0
C 2.994 0.809 -0.652 -0.4 0.1 -0.2
N 3.135 -0.484 -0.615 0.2 -0.4 -0.2
H 2.438 -1.973 2.753 -0.1 -0.3 0.2
H 3.841 -2.498 1.900 0.0 -0.2 -0.1
H 2.589 -3.706 2.327 0.0 -0.1 0.1
H 2.534 -2.963 -0.101 0.0 0.2 0.1
H 1.035 -2.726 0.689 -0.1 0.5 0.2
H 0.742 -0.015 1.539 -0.2 0.9 0.0
H 1.801 2.202 0.350 -0.3 -0.1 0.1
H 3.470 1.488 -1.333 0.3 0.1 0.0
C -3.567 2.550 0.264 0.1 -0.4 0.0
C -2.834 1.449 -0.462 0.0 -0.2 0.9
C -2.490 0.268 0.219 -0.5 0.4 0.2
C -1.591 -0.631 -0.306 -0.4 -0.1 0.2
C -1.159 -0.484 -1.618 0.6 -0.7 0.3
C -1.547 0.612 -2.343 -0.5 0.7 0.5
C -2.328 1.609 -1.724 0.8 -0.2 -1.7
H -4.035 2.208 1.191 0.0 -0.1 -0.2
H -4.333 2.993 -0.359 -0.1 0.3 -0.1
H -2.826 3.290 0.559 -0.1 0.3 -0.1
H -2.990 0.054 1.162 0.4 0.2 0.1
H -1.266 -1.452 0.326 0.0 -0.1 -0.3
H -0.499 -1.249 -1.999 0.1 0.1 -0.3
H -1.251 0.787 -3.364 0.2 -0.2 -0.1
H -2.437 2.481 -2.373 -0.5 0.1 0.7
```
Positions in Å, forces in eV/Å.

Output
Charge: 0
SMILES string: CCc1c[nH]cn1.Cc1ccccc1
ΔE to the lowest compared entry with this formula, charge and spin, kcal per mole: 11.5
HOMO, Eh: -0.3098
Lowest unoccupied orbital energy, eV: 0.710

Results of the natural (NBO) charge analysis, in e, for atoms 1 through 2: -0.59 -0.43



(4)
Molecular formula: C53H116F6N2O5P3S2
Method: DFT, the ωB97M-V functional and the def2-TZVPD basis

```
187
Properties=species:S:1:pos:R:3:forces:R:3
C 0.902 -1.174 -0.065 1.5 1.7 -1.8
F -0.101 -1.935 -0.427 -0.7 -0.7 0.4
F 0.468 0.061 0.185 -0.4 -0.2 0.4
F 1.553 -1.637 0.964 -0.2 -0.6 1.0
S 2.082 -0.999 -1.548 -1.0 0.4 -2.0
O 1.319 -1.470 -2.698 0.3 0.1 1.3
O 2.491 0.424 -1.632 -0.6 -2.9 0.9
N 3.242 -2.196 -1.160 -2.2 2.5 -0.3
S 4.526 -1.334 -1.407 5.2 0.4 -2.2
O 4.803 -0.978 -2.839 -0.9 -1.1 3.2
O 4.874 -0.303 -0.437 -0.4 -1.0 -0.3
C 5.850 -2.732 -1.039 -2.1 0.6 -1.4
F 6.966 -2.237 -1.549 0.4 -0.7 0.3
F 5.993 -2.988 0.258 0.1 -0.2 -0.4
F 5.503 -3.908 -1.706 0.7 1.3 1.0
C -3.068 9.782 -5.320 -0.7 1.2 0.2
C -3.407 8.327 -5.536 -0.1 -0.8 -0.3
C -3.749 7.497 -4.313 1.9 -0.9 1.1
C -2.446 7.325 -3.371 -1.9 -0.6 -0.4
P -1.244 5.881 -3.662 -2.3 3.4 -0.6
C -2.366 4.347 -3.677 1.2 1.0 -0.2
C -3.199 4.240 -2.431 -0.6 -0.8 1.5
C -4.657 4.632 -2.401 -1.3 -0.4 -0.1
C -5.413 3.852 -1.321 0.8 0.2 1.6
C -0.423 6.408 -5.256 1.6 -2.1 0.1
C 1.023 5.758 -5.362 -0.6 -0.4 0.1
C 1.139 4.211 -5.401 0.8 -0.1 0.4
C 2.514 3.773 -4.842 -0.4 -0.5 0.1
C -0.188 6.023 -2.177 -0.5 -1.5 0.0
C 0.676 7.222 -1.891 1.4 0.7 -2.3
C 1.712 6.922 -0.861 -0.6 0.2 2.0
C 2.801 7.974 -0.627 -0.6 -1.1 -0.5
H -2.852 10.255 -6.278 0.3 0.0 0.1
H -2.288 10.052 -4.608 0.6 -0.6 -0.2
H -3.874 10.386 -4.902 -0.6 -0.3 -0.1
H -2.546 7.877 -6.030 0.1 -0.2 0.0
H -4.202 8.170 -6.265 -0.2 0.5 0.0
H -4.069 6.471 -4.492 -0.2 0.1 -0.8
H -4.549 7.882 -3.680 0.1 0.5 -0.1
H -2.924 7.128 -2.412 0.5 -0.1 0.4
H -2.017 8.326 -3.329 0.8 -0.4 0.1
H -1.734 3.463 -3.763 0.2 0.2 0.0
H -3.064 4.278 -4.512 0.4 0.6 -0.5
H -2.817 4.666 -1.503 0.8 -0.2 -0.1
H -3.256 3.157 -2.316 0.2 -0.1 0.5
H -5.104 4.333 -3.349 -0.2 0.7 -0.3
H -4.858 5.651 -2.070 0.2 0.4 -1.1
H -5.208 4.320 -0.358 0.2 0.3 0.2
H -4.984 2.869 -1.122 -0.5 -0.4 -0.6
H -6.502 3.893 -1.324 0.1 -0.3 -0.7
H -0.321 7.488 -5.363 -0.4 0.0 0.4
H -1.048 6.008 -6.055 -0.2 0.2 -0.1
H 1.583 6.137 -4.506 0.1 -0.1 0.1
H 1.577 6.084 -6.242 -0.3 0.5 -0.1
H 1.085 3.809 -6.412 -0.2 0.4 -0.2
H 0.368 3.658 -4.864 -0.3 0.2 0.3
H 3.337 4.216 -5.404 0.0 0.1 0.1
H 2.638 2.691 -4.867 -0.1 -0.1 -0.4
H 2.616 3.963 -3.773 0.0 0.6 0.0
H 0.389 5.100 -2.245 0.6 0.0 0.2
H -0.815 5.870 -1.298 -0.5 -0.2 -0.1
H 0.145 8.155 -1.701 -0.3 -0.2 0.2
H 1.316 7.413 -2.752 -0.4 0.4 -0.7
H 2.317 6.054 -1.123 -0.7 -0.5 0.1
H 1.113 6.780 0.039 0.5 -0.6 0.6
H 3.352 7.769 -1.546 0.8 1.2 0.1
H 3.362 7.602 0.230 0.3 0.4 -0.1
H 2.466 8.999 -0.472 0.1 -0.1 -0.2
C 12.222 -2.491 1.287 -0.3 0.9 -1.3
C 11.680 -1.462 0.178 0.3 0.5 1.1
C 12.363 -0.056 0.242 0.8 -1.1 0.1
C 11.998 0.936 1.345 -0.7 0.2 -0.5
P 10.268 1.533 1.410 1.2 1.5 1.8
C 9.165 0.358 2.220 0.9 0.3 -1.2
C 9.549 -0.396 3.485 0.1 -0.6 0.9
C 8.360 -1.217 4.029 -1.4 0.4 -1.3
C 7.093 -0.427 4.388 -0.1 0.2 2.1
C 10.372 3.054 2.442 0.3 -0.6 0.5
C 9.080 3.571 3.067 -0.1 1.4 -1.1
C 8.829 5.052 2.681 -1.0 0.2 1.0
C 9.868 6.096 3.211 -0.8 -0.9 0.4
C 9.584 1.980 -0.226 1.4 -1.9 1.2
C 10.435 2.908 -1.063 0.3 1.6 -0.4
C 9.641 3.351 -2.255 -1.4 0.2 -2.3
C 8.968 2.207 -3.087 -0.2 0.7 0.7
H 11.645 -3.415 1.304 0.0 0.1 -0.1
H 12.265 -2.103 2.305 -0.4 0.3 -0.1
H 13.258 -2.744 1.062 0.0 -0.1 -0.2
H 10.602 -1.309 0.208 -0.2 -0.3 0.4
H 11.824 -1.807 -0.845 0.4 -0.4 0.2
H 12.387 0.400 -0.747 -0.4 0.2 0.1
H 13.409 -0.292 0.436 0.3 0.1 -0.1
H 12.540 1.872 1.215 0.3 0.0 -0.2
H 12.315 0.581 2.326 -0.4 -0.1 0.2
H 9.216 -0.319 1.367 -1.0 -0.7 0.1
H 8.218 0.898 2.220 -0.3 -0.5 0.2
H 10.024 0.194 4.268 -0.5 0.7 0.1
H 10.349 -1.118 3.322 0.0 -0.1 -0.7
H 8.628 -1.944 4.795 0.2 0.4 0.1
H 7.937 -1.803 3.212 0.8 -0.5 -0.4
H 6.225 -1.062 4.565 0.0 -0.4 -0.7
H 6.774 0.410 3.768 0.3 -0.2 -0.3
H 7.162 -0.045 5.407 0.4 0.6 0.1
H 10.914 3.831 1.902 0.0 0.0 -0.2
H 10.942 2.856 3.350 0.8 -0.6 -0.5
H 9.197 3.539 4.151 -0.4 -0.2 0.0
H 8.222 2.983 2.742 -0.2 0.0 0.3
H 7.892 5.288 3.185 0.0 0.2 0.7
H 8.388 5.175 1.692 1.2 -0.1 -0.8
H 9.637 7.110 2.885 0.3 -0.2 -0.2
H 10.926 5.848 3.132 0.0 0.0 -0.8
H 9.740 6.100 4.294 -0.2 0.1 0.2
H 8.584 2.333 0.025 -0.1 0.2 -0.5
H 9.533 0.971 -0.635 -0.5 0.0 -0.6
H 11.376 2.704 -1.573 0.3 -1.7 1.0
H 10.710 3.747 -0.423 -0.2 0.4 -0.1
H 10.160 3.778 -3.113 1.3 0.5 0.7
H 8.953 4.166 -2.031 -0.6 -0.4 0.3
H 8.503 2.712 -3.934 -0.4 -0.2 0.1
H 8.246 1.641 -2.500 -0.2 -0.1 -0.3
H 9.688 1.531 -3.549 0.2 -0.1 0.4
C -6.113 -2.988 4.249 -0.8 0.4 -0.4
C -6.803 -2.507 2.931 3.1 -0.5 1.4
C -8.158 -3.059 2.846 -2.4 0.2 -0.6
C -8.442 -4.552 2.840 1.1 0.0 -0.6
P -10.140 -5.190 2.698 0.6 -1.7 0.9
C -10.789 -5.129 0.999 1.1 1.6 0.9
C -9.730 -5.559 -0.060 -1.5 -1.3 -0.7
C -10.410 -5.852 -1.423 -0.5 -0.7 -0.2
C -9.537 -6.382 -2.604 -0.6 1.6 0.8
C -10.017 -6.954 3.250 -0.3 0.8 -0.8
C -11.395 -7.652 3.308 -0.5 -1.5 -0.4
C -11.291 -9.189 3.045 0.4 0.5 0.5
C -12.576 -9.925 2.729 -0.3 -1.1 -0.4
C -11.157 -4.302 3.860 0.5 0.8 0.8
C -10.621 -4.208 5.331 0.9 -1.5 -1.7
C -11.524 -3.472 6.277 -0.4 -0.5 0.7
C -12.581 -4.387 6.887 -0.3 -0.7 -0.3
H -6.854 -2.814 5.029 0.4 0.2 0.5
H -5.159 -2.509 4.470 -0.2 0.1 0.0
H -5.940 -4.064 4.261 0.1 -0.1 -0.3
H -6.079 -2.732 2.148 -0.5 -0.5 -0.6
H -6.858 -1.421 2.847 -0.2 0.1 0.5
H -8.536 -2.636 1.916 -0.8 0.1 0.1
H -8.717 -2.737 3.724 -0.1 1.0 -0.2
H -8.052 -4.973 3.767 0.1 -0.3 -0.1
H -7.858 -4.894 1.985 -0.1 -0.9 0.1
H -10.992 -4.061 0.931 -0.2 0.3 -0.4
H -11.781 -5.575 1.076 0.2 -0.6 -0.7
H -9.307 -6.484 0.331 0.4 -0.1 -0.3
H -8.930 -4.854 -0.285 -0.1 0.3 0.7
H -10.969 -4.974 -1.747 0.4 0.5 -0.1
H -11.244 -6.548 -1.327 0.1 -0.4 0.5
H -9.363 -7.458 -2.627 0.0 0.2 0.1
H -8.622 -5.789 -2.591 0.4 -0.4 -0.2
H -10.082 -6.033 -3.481 0.2 -0.5 -0.3
H -9.344 -7.018 4.106 -0.6 0.1 0.5
H -9.381 -7.406 2.488 -0.2 -0.3 -0.4
H -12.101 -7.366 2.529 0.3 0.8 -0.3
H -11.999 -7.545 4.209 0.5 0.5 0.4
H -10.841 -9.640 3.930 0.2 -0.1 0.0
H -10.613 -9.333 2.204 0.2 -0.1 0.0
H -12.381 -10.995 2.654 0.5 -0.2 0.4
H -12.948 -9.796 1.712 -0.2 0.9 0.1
H -13.384 -9.903 3.461 0.0 0.6 0.0
H -12.187 -4.649 3.934 -0.1 0.2 -0.7
H -11.017 -3.309 3.433 -1.0 0.5 0.0
H -9.594 -3.845 5.291 -0.1 0.6 0.1
H -10.443 -5.236 5.647 -0.3 -0.2 0.4
H -12.083 -2.692 5.761 0.6 0.6 0.2
H -10.838 -3.164 7.067 -0.4 0.8 0.1
H -12.139 -5.212 7.445 0.1 0.0 0.0
H -13.170 -4.821 6.079 -0.1 -0.3 -0.1
H -13.338 -3.944 7.534 0.4 0.5 0.0
C 1.992 -8.646 -2.682 -0.2 1.7 -0.4
C 2.176 -7.033 -2.747 1.5 -0.5 -6.0
O 2.521 -6.541 -3.847 -1.6 -1.2 5.5
N 1.854 -6.092 -1.557 0.6 -1.2 -0.1
H 2.483 -6.344 -0.808 0.2 -0.7 0.7
H 2.183 -5.153 -1.732 -0.2 0.9 -0.9
C 0.418 -6.180 -1.126 0.3 0.3 -0.4
H 2.178 -9.090 -3.661 0.7 0.9 -0.4
H 0.929 -8.888 -2.676 -0.1 0.0 1.3
H 2.685 -9.169 -2.023 -0.6 0.3 0.6
H 0.270 -5.690 -0.164 0.2 -0.1 -0.1
H 0.192 -7.246 -1.080 -0.3 0.3 0.0
H -0.123 -5.637 -1.901 -0.3 -0.3 0.2
```
Positions in Å, forces in eV/Å.

Output
Charge: +3
HOMO, Eh: -0.4809
Lowest unoccupied orbital energy, eV: -5.401

Results of the Mulliken charge analysis, in e, for atoms 1 through 2: 0.69 -0.22



(5)
Molecular formula: C3H8N2O4
Method: DFT, the ωB97M-V functional and the def2-TZVPD basis

```
17
Properties=species:S:1:pos:R:3:forces:R:3
N 2.809 0.466 0.625 0.5 0.3 0.3
C 1.701 0.340 -0.130 -0.1 -0.5 0.3
O 1.462 1.080 -1.062 -0.2 0.3 -0.4
C 0.783 -0.827 0.251 -0.3 0.0 -0.1
O -0.472 -0.387 0.718 0.1 0.1 0.0
C -1.408 0.141 -0.258 -0.4 -0.1 0.5
N -2.654 -0.544 -0.081 -0.2 -0.3 0.3
O -0.979 -0.027 -1.530 0.2 0.1 -0.5
O -1.565 1.489 0.013 0.3 0.5 0.0
H 2.944 -0.067 1.467 -0.1 0.0 -0.1
H 3.416 1.258 0.459 -0.2 -0.2 0.0
H 0.658 -1.465 -0.635 0.2 0.1 0.2
H 1.202 -1.415 1.068 0.1 0.0 -0.1
H -2.747 -1.273 -0.777 0.0 0.0 0.0
H -2.692 -0.959 0.850 0.1 0.1 -0.4
H -0.233 0.594 -1.682 -0.1 -0.1 0.1
H -2.226 1.600 0.704 0.0 -0.1 -0.1
```
Positions in Å, forces in eV/Å.

Output
Charge: 0
SMILES string: NC(=O)COC(N)(O)O
ΔE to the lowest compared entry with this formula, charge and spin, kcal per mole: 19.0
HOMO, Eh: -0.3502
Lowest unoccupied orbital energy, eV: 0.703

Results of the natural (NBO) charge analysis, in e, for atoms 1 through 2: -0.80 0.66



(6)
Molecular formula: C5H11FN2
Method: DFT, the ωB97M-V functional and the def2-TZVPD basis

```
19
Properties=species:S:1:pos:R:3:forces:R:3
N 1.190 -1.172 -0.267 2.2 0.9 0.2
C 0.570 -0.368 0.809 0.8 -0.2 4.1
C 0.039 1.099 0.503 -0.7 -1.9 -0.6
C 0.757 1.831 -0.514 -0.9 1.9 -2.9
F 0.622 1.180 -1.783 0.4 0.2 0.2
C -1.287 0.398 0.127 -1.4 1.9 0.4
C -0.904 -0.837 1.037 0.5 1.2 -2.6
N -1.106 -2.171 0.520 -2.9 0.0 -2.7
H 1.290 -0.502 -1.116 0.7 -2.2 1.9
H 2.067 -1.820 0.092 -2.9 2.8 -1.6
H 1.095 -0.388 1.866 -0.2 -0.2 -2.2
H -0.100 1.858 1.267 0.2 -0.7 1.1
H 1.775 1.870 -0.284 1.8 0.0 0.2
H 0.444 2.896 -0.758 0.0 -1.2 0.7
H -1.214 0.097 -0.941 -0.5 0.3 0.7
H -2.169 1.133 0.379 1.0 -1.9 -0.8
H -1.328 -0.678 2.007 0.2 -0.3 0.8
H -0.899 -2.130 -0.620 -0.7 -0.2 4.0
H -2.189 -2.289 0.623 2.4 -0.2 -0.6
```
Positions in Å, forces in eV/Å.

Output
Charge: 0
SMILES string: N[C@H]1[C@@H](CF)C[C@H]1N
ΔE to the lowest compared entry with this formula, charge and spin, kcal per mole: 63.4
HOMO, Eh: -0.3181
Lowest unoccupied orbital energy, eV: 0.932

Results of the natural (NBO) charge analysis, in e, for atoms 1 through 2: -0.91 -0.04



Results for total energy: -138801.5127, -10882.4880, -15683.5982, -135875.1805, -14411.5187, -11058.2259 (in eV, following the order of the records).